[1]
Entry from OMol25: a molecular structure, C19H35IN4OS4Si2Sr (the ωB97M-V functional and the def2-TZVPD basis).

Computed properties:
**Charge**: -2
**Calculated total energy**: -96319.393 eV
**Max |F|**: 3.3 eV/A
**E_HOMO**: -1.445 eV
**LUMO level**: 4.40 eV
**Energy above the lowest of the compared OMol25 structures with the same formula, charge and spin**: 175.8 kJ/mol

Each line ends with the Löwdin charge.
Positions of all 67 atoms, in Å:
Sr  1.24567  1.07221  -0.85831  0.70
N  2.05047  -0.95770  0.91786  -0.04
C  3.35252  -1.00629  1.54179  -0.27
C  4.44631  -0.51248  0.59558  -0.25
N  4.16267  0.78566  0.03231  -0.10
C  4.46963  1.95321  0.82943  -0.24
C  3.32856  2.27489  1.80859  -0.25
N  2.09434  2.07753  1.08673  -0.21
H  1.28818  -1.03361  1.57854  0.05
H  1.93901  -1.65595  0.19275  -0.03
H  3.65457  -2.01408  1.88620  0.11
H  3.32453  -0.37310  2.43170  0.09
H  4.53943  -1.21757  -0.23215  0.07
H  5.40174  -0.52071  1.15486  0.11
H  4.47695  0.86371  -0.92432  0.09
H  4.55935  2.79124  0.13579  0.07
H  5.41962  1.87620  1.38702  0.11
H  3.47760  3.29348  2.20373  0.11
H  3.33694  1.59388  2.66673  0.09
H  2.09754  2.71364  0.28100  -0.09
H  1.24853  2.32977  1.58135  0.02
C  -3.24282  1.23981  0.15658  -0.21
Si  -2.68005  -0.14877  -0.98836  0.41
C  -2.14518  0.56099  -2.65724  -0.18
C  -4.33079  -1.01122  -1.41555  -0.20
C  -1.44847  -1.23472  -0.16108  -0.34
C  -1.29931  -0.92518  1.25019  -0.42
C  -1.96611  -1.63712  2.28077  -0.04
C  -1.90367  -1.22817  3.58887  -0.10
C  -1.15999  -0.09712  3.91571  -0.11
C  -0.48838  0.52308  2.88107  -0.17
N  -0.51269  0.12325  1.61471  0.05
Si  -1.44184  -3.00051  -0.64461  0.41
C  0.04930  -3.92813  0.06269  -0.19
C  -2.89584  -4.12617  -0.08607  -0.20
C  -1.42382  -3.19946  -2.52274  -0.19
H  -3.82340  1.98240  -0.39086  0.03
H  -2.40939  1.75776  0.61602  -0.06
H  -3.86686  0.82686  0.95198  0.03
H  -2.89585  1.25262  -3.04522  0.03
H  -2.00687  -0.24012  -3.38333  0.02
H  -1.21038  1.11613  -2.58765  -0.02
H  -5.02485  -0.29474  -1.85883  0.02
H  -4.79435  -1.42219  -0.52050  0.01
H  -4.19976  -1.82481  -2.12333  0.00
H  -2.57839  -2.48138  2.00372  0.08
H  -2.45592  -1.76473  4.35380  0.09
H  -1.09505  0.27968  4.92925  0.08
H  0.14377  1.38136  3.09139  0.09
H  0.18882  -3.68494  1.11738  0.02
H  0.95157  -3.65141  -0.47840  -0.01
H  -0.08126  -5.00873  -0.01947  0.02
H  -2.84578  -4.36250  0.97696  0.00
H  -2.84425  -5.07212  -0.63195  0.01
H  -3.86521  -3.67847  -0.28428  0.00
H  -0.78040  -2.45283  -2.98014  -0.02
H  -2.42256  -3.11113  -2.94538  0.01
H  -1.03310  -4.18043  -2.79503  0.02
O  -0.39592  7.26581  -4.00242  -0.13
C  -0.05081  6.31587  -3.33094  -1.08
S  1.55147  5.59508  -3.38281  0.90
C  1.29851  4.33996  -2.17582  -1.18
C  0.08254  4.28725  -1.59601  -1.16
S  -0.50072  3.16507  -0.38407  0.44
S  -1.08136  5.48128  -2.17989  0.91
S  2.67022  3.27425  -1.89837  0.39
I  2.35102  -1.33534  -2.61789  -0.17

[2]
Entry from OMol25: a single C12H17NS molecule (the ωB97M-V functional and the def2-TZVPD basis).

Computed properties:
**Charge**: 0
**Calculated total energy**: -25041.000 eV
**Max |F|**: 4.4 eV/A
**E_HOMO (spin up / spin down)**: -7.089 / -7.088 eV
**LUMO level (spin up / spin down)**: 0.35 / 0.35 eV
**Energy above the lowest of the compared OMol25 structures with the same formula, charge and spin**: 466.5 kJ/mol

Each line ends with the Löwdin charge.
Positions of all 31 atoms, in Å:
C  -0.35503  -1.82941  2.74310  -0.64
C  -1.50364  -1.02236  -0.71283  0.03
C  1.06985  0.90337  0.68911  -0.08
C  -0.19354  -0.73064  -1.49069  -0.24
C  0.30381  1.56680  -0.50903  -0.35
C  0.35267  0.64917  -1.75864  -0.35
C  0.51841  -2.60233  0.32031  -0.34
C  -0.06736  -1.27717  -0.12376  -0.40
C  0.39452  -0.37794  0.97960  -0.22
C  -0.84885  -1.89882  4.10601  -0.10
C  0.89222  2.88773  -0.90112  -0.12
C  -0.38779  1.14973  -2.96124  -0.09
N  0.07973  -0.68951  2.22191  0.08
S  0.18249  -3.21337  1.86524  1.04
H  -1.86411  0.07259  -0.60273  0.12
H  -2.16665  -1.71019  -1.18744  0.09
H  2.10376  0.79460  0.42265  0.12
H  1.03235  1.54736  1.51389  0.10
H  0.13474  -1.40675  -2.32935  0.16
H  -0.81863  1.79272  -0.14604  0.18
H  1.35710  0.51534  -1.99849  0.13
H  1.29684  -3.05126  -0.26432  0.05
H  -1.77605  -1.41200  4.03063  0.07
H  -0.11885  -1.45948  4.85408  0.12
H  -1.02137  -2.88825  4.36510  0.04
H  0.37004  3.48086  -1.77006  0.10
H  2.00046  2.78470  -1.16129  0.09
H  1.01627  3.71951  -0.01229  0.12
H  -0.04140  2.01477  -3.49601  0.04
H  -1.53349  1.39973  -2.87217  0.12
H  -0.40848  0.29051  -3.81414  0.13

[3]
Entry from OMol25: 6 unconnected molecules or ions with the total composition C42H63NO16S6 (the ωB97M-V functional and the def2-TZVPD basis).

Computed properties:
**SMILES**: Cc1cccc(C[C@@]2(S(C)(=O)=O)OC(=O)[C@@](Cc3ccccc3C)(N=C=O)[C@H]2O)c1.O=S1(=O)CCCC1.O=S1(=O)CCCC1.O=S1(=O)CCCC1.O=S1(=O)CCCC1.O=S1(=O)CCCC1
**Charge**: 0
**Calculated total energy**: -143835.893 eV
**Max |F|**: 1.6 eV/A
**E_HOMO**: -8.419 eV
**LUMO level**: 0.31 eV
**Energy above the lowest of the compared OMol25 structures with the same formula, charge and spin**: 0.0 kJ/mol

Each line ends with the Löwdin charge.
Positions of all 128 atoms, in Å:
C  -4.96084  -5.16351  0.37244  -0.05
C  -4.09482  -3.97044  0.05262  -0.27
C  -3.45370  -3.90000  -1.18356  -0.04
C  -2.63340  -2.82518  -1.48644  -0.05
C  -2.46534  -1.81130  -0.55256  -0.04
C  -3.08862  -1.85815  0.68833  -0.20
C  -2.92629  -0.74625  1.70433  -0.06
C  -1.56422  -0.56117  2.36874  -0.35
S  -0.14434  -0.00165  1.36165  0.69
C  -0.74884  1.30995  0.34116  -0.11
O  0.78645  0.58148  2.29605  -0.26
O  0.37270  -1.09702  0.58057  -0.29
O  -1.75076  0.64805  3.14964  0.03
C  -1.35368  0.54050  4.42483  -0.41
O  -1.35779  1.50848  5.12069  0.15
C  -1.03861  -0.91149  4.78384  -0.24
C  0.27995  -1.25688  5.49480  -0.03
C  1.49918  -0.42616  5.15556  -0.17
C  1.56088  0.89347  5.59305  -0.05
C  2.63583  1.71624  5.31562  -0.07
C  3.69338  1.21172  4.57702  -0.07
C  3.65828  -0.10872  4.16360  -0.05
C  2.58122  -0.94662  4.43673  -0.22
C  2.67023  -2.36734  3.93984  -0.03
N  -2.22068  -1.32751  5.56783  0.21
C  -2.41600  -0.80728  6.65372  -0.28
O  -2.69292  -0.34623  7.69289  0.18
C  -1.12761  -1.63378  3.38794  -0.21
O  -2.09226  -2.65815  3.39166  0.02
C  -3.91511  -2.94360  0.96882  -0.01
H  -5.54923  -4.99611  1.27065  0.07
H  -5.61920  -5.39280  -0.46328  0.08
H  -4.31736  -6.03150  0.52097  0.08
H  -3.59580  -4.69884  -1.90024  0.12
H  -2.11778  -2.78123  -2.43642  0.07
H  -1.82806  -0.98055  -0.82009  0.09
H  -3.63639  -0.90926  2.51262  0.13
H  -3.19613  0.20021  1.23702  0.12
H  -1.77861  1.14071  0.04031  0.06
H  -0.65662  2.24510  0.88511  0.06
H  -0.12503  1.30269  -0.54902  0.08
H  0.49672  -2.28369  5.20561  0.11
H  0.13580  -1.29292  6.57548  0.13
H  0.74481  1.29114  6.17517  0.10
H  2.62278  2.73559  5.67140  0.11
H  4.54046  1.83224  4.32051  0.10
H  4.49919  -0.50172  3.60593  0.11
H  1.71035  -2.85364  3.79838  0.05
H  3.23958  -2.40253  3.01463  0.08
H  3.22158  -2.97458  4.66271  0.09
H  -0.17706  -2.04610  3.04837  0.14
H  -1.65044  -3.48976  3.58180  0.12
H  -4.42623  -2.98616  1.92252  0.12
C  0.42038  -3.13446  -7.14532  -0.22
C  1.59118  -3.76387  -6.38602  -0.21
C  1.12959  -3.98429  -4.94065  -0.21
S  -0.65048  -4.21303  -5.01690  0.68
O  -1.29328  -3.10854  -4.33746  -0.34
O  -0.99197  -5.57154  -4.67598  -0.33
C  -0.81058  -3.95791  -6.77998  -0.22
H  0.60634  -3.12466  -8.21542  0.07
H  0.28135  -2.09946  -6.81957  0.11
H  1.84916  -4.71978  -6.84740  0.12
H  2.47352  -3.13121  -6.42040  0.08
H  1.56850  -4.86692  -4.48285  0.10
H  1.32132  -3.11110  -4.31943  0.10
H  -1.75559  -3.45874  -6.98154  0.11
H  -0.79432  -4.93720  -7.25706  0.11
C  -3.52346  5.00380  4.32612  -0.21
C  -4.28076  5.69211  3.18116  -0.21
C  -3.23720  6.37069  2.28410  -0.22
S  -1.72571  5.40659  2.46394  0.67
O  -0.72272  6.23530  3.08178  -0.32
O  -1.44737  4.70908  1.22994  -0.34
C  -2.36505  4.25896  3.67343  -0.23
H  -4.16418  4.32487  4.88624  0.12
H  -3.13834  5.75404  5.02008  0.12
H  -4.82845  4.94277  2.60637  0.12
H  -5.00639  6.41482  3.55144  0.11
H  -3.52341  6.37354  1.23566  0.10
H  -3.01526  7.38499  2.60923  0.10
H  -1.57189  3.98331  4.36293  0.10
H  -2.70782  3.37599  3.13509  0.10
C  1.02926  3.34619  11.07848  -0.22
C  -0.32666  2.74670  10.67837  -0.21
C  -0.08475  1.82800  9.47413  -0.22
S  1.61061  1.24086  9.62772  0.66
O  2.37612  1.75686  8.52291  -0.31
O  1.61246  -0.16714  9.93250  -0.32
C  2.01304  2.18065  11.09851  -0.23
H  0.98333  3.84323  12.04627  0.11
H  1.34246  4.08298  10.33589  0.12
H  -0.72782  2.16593  11.51110  0.12
H  -1.05476  3.51968  10.43791  0.11
H  -0.74899  0.96770  9.46038  0.09
H  -0.15839  2.36456  8.52985  0.10
H  3.05678  2.48146  11.05231  0.11
H  1.84682  1.53079  11.95711  0.11
C  2.45622  0.23708  -11.32436  -0.21
C  3.00065  -0.77953  -12.33859  -0.21
C  3.20911  -2.10359  -11.59180  -0.21
S  2.01561  -2.10979  -10.24728  0.67
O  2.73183  -2.05973  -8.99955  -0.31
O  1.00683  -3.11101  -10.49736  -0.33
C  1.34352  -0.48265  -10.57004  -0.22
H  2.08594  1.13735  -11.81241  0.12
H  3.24411  0.52991  -10.62685  0.11
H  2.27555  -0.91872  -13.14276  0.12
H  3.93006  -0.43859  -12.79121  0.11
H  3.02954  -2.97346  -12.21814  0.10
H  4.19855  -2.16538  -11.14367  0.11
H  1.08011  -0.01505  -9.62413  0.09
H  0.45479  -0.61094  -11.18777  0.11
C  2.52642  2.73094  -5.23168  -0.22
C  1.16191  2.07867  -5.49542  -0.21
C  1.35186  1.06304  -6.62920  -0.22
S  3.06481  0.51368  -6.52839  0.66
O  3.75662  0.94496  -7.71801  -0.32
O  3.11139  -0.85627  -6.09216  -0.32
C  3.53190  1.58597  -5.17251  -0.23
H  2.52787  3.30811  -4.30868  0.12
H  2.78009  3.40625  -6.05155  0.12
H  0.82212  1.56463  -4.59456  0.12
H  0.40509  2.81674  -5.75584  0.11
H  0.70464  0.19551  -6.52593  0.09
H  1.21222  1.51801  -7.60827  0.10
H  4.56515  1.89663  -5.30631  0.11
H  3.42858  1.01049  -4.25319  0.11

[4]
Entry from OMol25: a single C5H11NO molecule (the ωB97M-V functional and the def2-TZVPD basis).

Computed properties:
**Charge**: 0
**Calculated total energy**: -8897.610 eV
**Max |F|**: 0.4 eV/A
**E_HOMO (spin up / spin down)**: -6.474 / -6.475 eV
**LUMO level (spin up / spin down)**: 0.68 / 0.68 eV
**Energy above the lowest of the compared OMol25 structures with the same formula, charge and spin**: 394.4 kJ/mol

Each line ends with the Löwdin charge.
Positions of all 18 atoms, in Å:
C  -2.50848  0.16318  -0.41514  -0.18
C  -1.06033  -0.21096  -0.15406  -0.28
C  -0.69414  -0.36806  1.32568  -0.24
N  0.76564  -0.40046  1.25350  0.04
C  1.23819  0.38639  0.27022  -0.40
O  0.92204  1.68134  0.13404  0.06
C  2.56131  0.05226  -0.33927  0.01
H  -2.68418  0.30962  -1.48820  0.06
H  -3.24351  -0.59095  -0.07692  0.06
H  -2.78230  1.10519  0.08478  0.06
H  -0.82771  -1.16258  -0.65599  0.07
H  -0.05057  1.62036  0.01082  0.10
H  -1.02193  0.49431  1.92331  0.11
H  -1.03098  -1.26892  1.87383  0.11
H  1.20818  -1.30547  1.32950  0.14
H  2.42881  -0.01672  -1.42274  0.10
H  2.97355  -0.88925  0.03210  0.08
H  3.25967  0.87152  -0.14240  0.10

[5]
Entry from OMol25: a molecular structure, C35H52N4O3SSiV (the ωB97M-V functional and the def2-TZVPD basis).

Computed properties:
**Charge**: +1
**Expectation value of S²**: 2.02
**Calculated total energy**: -93640.998 eV
**Max |F|**: 4.5 eV/A
**Multiplicity**: 3
**E_HOMO (spin up / spin down)**: -10.789 / -10.782 eV
**LUMO level (spin up / spin down)**: -2.86 / -2.54 eV
**Energy above the lowest of the compared OMol25 structures with the same formula, charge and spin**: 205.9 kJ/mol

Each line ends with the Löwdin charge.
Positions of all 97 atoms, in Å:
V  -0.36429  -0.22057  -0.95777  0.88
C  3.79213  -0.82771  -2.96022  -0.04
C  2.60207  -1.67192  -2.56773  -0.21
C  2.61144  -2.45827  -1.40883  -0.18
C  3.78069  -2.43725  -0.45230  -0.03
C  1.53633  -3.31779  -1.14404  -0.19
C  1.50441  -4.11680  0.13570  -0.03
C  0.51117  -3.46471  -2.08450  -0.20
C  -0.43343  -4.63692  -1.96128  -0.02
C  0.43031  -2.58376  -3.17177  -0.20
C  -0.70919  -2.70439  -4.16047  -0.05
C  1.48231  -1.68621  -3.41510  -0.20
C  1.51530  -0.83059  -4.66066  -0.03
H  4.38284  -1.34526  -3.72071  0.10
H  4.44545  -0.61877  -2.11937  0.06
H  3.48676  0.12966  -3.37878  0.08
H  3.60180  -1.72100  0.35646  0.08
H  4.70862  -2.17008  -0.94880  0.07
H  3.92951  -3.41709  -0.00503  0.08
H  2.08007  -5.04271  0.04683  0.10
H  0.48529  -4.37482  0.41289  0.07
H  1.92356  -3.53727  0.95666  0.07
H  -1.30850  -4.41534  -1.34497  0.07
H  0.07910  -5.47739  -1.49861  0.09
H  -0.77624  -4.96882  -2.93856  0.08
H  -0.40292  -3.29928  -5.02453  0.11
H  -1.03049  -1.73117  -4.53152  0.06
H  -1.57404  -3.19563  -3.71698  0.07
H  0.71232  -1.06686  -5.35167  0.07
H  2.45449  -0.98652  -5.19157  0.09
H  1.44998  0.23344  -4.41564  0.08
N  -2.68893  -0.52096  -2.12554  0.02
C  -3.74481  -1.02247  -1.22470  -0.21
C  -3.38369  -2.36552  -0.59170  -0.07
C  -2.03722  -2.38635  0.10883  -0.55
O  -1.82865  -3.07690  1.07300  0.12
O  -1.12173  -1.61204  -0.44317  -0.27
H  -2.99778  0.34338  -2.55268  0.04
H  -2.53668  -1.19759  -2.86759  0.08
H  -4.69060  -1.14655  -1.75925  0.12
H  -3.90436  -0.27913  -0.44083  0.11
H  -3.35108  -3.14728  -1.35766  0.13
H  -4.13945  -2.65232  0.13568  0.13
C  0.27610  -3.30046  4.90689  -0.09
C  -0.45106  -2.11550  4.27675  -0.24
C  0.38045  -0.84359  4.37591  -0.20
N  -0.24013  0.29424  3.69714  0.04
C  -0.16233  0.54734  2.40354  -0.67
S  0.77163  -0.41203  1.35805  0.85
N  -0.81600  1.64476  1.88836  0.13
C  -1.28825  2.84618  2.44306  -0.38
O  -1.83395  3.62364  1.69722  0.12
C  -1.08406  3.14574  3.88656  -0.18
C  0.19104  3.19924  4.44869  -0.04
C  0.34776  3.62864  5.75641  -0.06
C  -0.75797  4.00212  6.50827  -0.06
C  -2.02643  3.95314  5.94840  -0.06
C  -2.18993  3.53786  4.63676  -0.01
H  -0.26702  -4.21979  4.69446  0.08
H  0.35568  -3.19159  5.98950  0.08
H  1.28231  -3.39162  4.49386  0.08
H  -1.41618  -1.96824  4.76861  0.12
H  -0.63800  -2.33339  3.22940  0.07
H  1.35963  -1.01294  3.92814  0.10
H  0.51711  -0.55752  5.41910  0.13
H  -0.79979  0.91550  4.26083  0.13
H  -0.84571  1.67041  0.87678  0.08
H  1.06151  2.92318  3.86512  0.12
H  1.33916  3.68529  6.18547  0.11
H  -0.62890  4.35017  7.52418  0.11
H  -2.88995  4.25838  6.52346  0.11
H  -3.17406  3.51112  4.18727  0.13
C  -0.75466  4.29057  -2.84732  -0.16
Si  -1.32588  2.56059  -2.37068  0.50
C  -2.89693  2.63803  -1.31178  -0.16
C  -1.51602  1.60307  -4.00851  -0.17
N  -0.20312  1.51212  -1.46109  -0.23
C  0.98199  2.09100  -0.94149  -0.39
C  2.17428  1.36097  -0.96524  -0.09
C  3.34834  1.88596  -0.45268  -0.06
C  3.36476  3.16322  0.08533  -0.07
C  2.18715  3.89508  0.12947  -0.06
C  1.00850  3.37018  -0.37224  -0.06
H  -1.26196  4.58852  -3.76670  0.04
H  0.32055  4.33026  -3.03047  0.04
H  -0.98801  5.03484  -2.08572  0.03
H  -3.79803  2.73973  -1.92188  0.04
H  -2.86267  3.49203  -0.63534  0.02
H  -2.99514  1.74536  -0.69096  0.00
H  -2.55281  1.54596  -4.34988  0.04
H  -1.12360  0.59016  -3.90819  -0.01
H  -0.94917  2.09376  -4.80096  0.04
H  2.16262  0.37675  -1.41620  0.07
H  4.25917  1.30290  -0.49222  0.11
H  4.28523  3.58410  0.46606  0.11
H  2.18530  4.88975  0.55659  0.11
H  0.09562  3.95036  -0.31758  0.10